8
Properties=species:S:1:pos:R:3:forces:R:3:mulliken_charge:R:1 method="wB97M-V/def2-TZVPD" energy_ha=-436.4484
C -0.402 -0.051 0.121 -4.654 3.571 -5.172 0.033
H -0.890 -0.340 -1.353 1.020 0.996 4.229 0.297
N 0.685 0.959 -0.216 -0.839 -1.446 0.794 0.927
N 0.038 -2.464 0.737 -0.274 2.518 -0.481 -0.311
C -0.121 -1.329 0.501 1.202 -4.960 2.114 0.290
O 1.688 0.807 0.414 1.222 0.302 0.380 -0.518
F -1.414 0.660 0.853 2.289 -1.768 -1.426 -0.230
O 0.416 1.757 -1.057 0.035 0.788 -0.439 -0.487


12
Properties=species:S:1:pos:R:3:forces:R:3:mulliken_charge:R:1 method="wB97M-V/def2-TZVPD" energy_ha=-699.7787 smiles="O=S1(=O)CN1.N"
N -1.078 -0.151 0.693 -4.065 1.885 1.448 -0.682
H 1.816 0.864 -2.093 -0.063 -0.966 1.937 0.269
N 1.994 -1.114 -0.930 -2.760 0.734 2.604 -0.422
H 0.287 0.384 -1.253 0.851 -0.680 0.594 0.271
H -1.783 -0.882 0.844 0.376 0.269 -0.308 0.232
H -0.225 -0.564 0.663 2.820 -1.662 0.208 0.284
H 2.750 -1.277 -1.478 2.913 -0.735 -2.168 0.291
O 3.603 0.585 0.276 0.571 -0.041 0.119 -0.550
H -1.118 0.398 1.587 0.271 -0.626 -1.254 0.250
O 1.627 -0.296 1.495 0.052 -0.040 0.306 -0.568
S 2.306 -0.004 0.278 -0.642 0.247 -1.932 0.933
C 1.393 0.263 -1.196 -0.323 1.615 -1.554 -0.308


18
Properties=species:S:1:pos:R:3:forces:R:3:mulliken_charge:R:1 method="wB97M-V/def2-TZVPD" total_charge=-1 energy_ha=-364.4832 smiles="C=NC(=C)CCC[O-]"
O -0.906 -2.195 -0.007 -0.066 -0.407 -1.138 -0.860
H -1.064 1.165 0.632 0.112 -1.431 0.333 0.337
H 1.914 -1.987 1.331 0.555 -0.124 0.409 0.289
N 1.711 -0.058 0.743 0.607 -1.318 0.614 -0.563
C 1.436 -1.317 0.634 -0.173 1.711 0.214 -0.329
C 1.666 2.027 -0.292 0.342 1.455 1.287 -0.786
H -0.119 -0.778 -1.457 0.046 0.561 0.138 0.458
H -2.313 0.643 -0.326 0.271 -0.125 -0.776 0.323
H 2.350 2.500 0.415 0.433 -1.026 0.227 0.308
H -0.435 0.940 -2.057 0.334 -0.818 1.768 0.286
C -1.548 -1.126 0.495 -2.285 -1.033 -0.923 -0.674
H -1.377 -1.045 1.490 0.481 0.139 3.939 0.297
C -1.312 0.285 -0.026 -1.110 2.149 -1.422 -0.443
H 0.514 -1.716 0.122 0.339 -0.451 -0.476 0.248
C -0.279 0.264 -1.127 2.826 2.102 0.442 -0.814
H 1.300 2.841 -0.842 -1.042 0.432 -1.560 0.315
H -2.666 -1.277 0.414 0.349 0.082 0.091 0.352
C 1.127 0.834 -0.142 -2.018 -1.898 -3.168 0.256


Please write out number 3 again, unchanged.
18
Properties=species:S:1:pos:R:3:forces:R:3:mulliken_charge:R:1 method="wB97M-V/def2-TZVPD" total_charge=-1 energy_ha=-364.4832 smiles="C=NC(=C)CCC[O-]"
O -0.906 -2.195 -0.007 -0.066 -0.407 -1.138 -0.860
H -1.064 1.165 0.632 0.112 -1.431 0.333 0.337
H 1.914 -1.987 1.331 0.555 -0.124 0.409 0.289
N 1.711 -0.058 0.743 0.607 -1.318 0.614 -0.563
C 1.436 -1.317 0.634 -0.173 1.711 0.214 -0.329
C 1.666 2.027 -0.292 0.342 1.455 1.287 -0.786
H -0.119 -0.778 -1.457 0.046 0.561 0.138 0.458
H -2.313 0.643 -0.326 0.271 -0.125 -0.776 0.323
H 2.350 2.500 0.415 0.433 -1.026 0.227 0.308
H -0.435 0.940 -2.057 0.334 -0.818 1.768 0.286
C -1.548 -1.126 0.495 -2.285 -1.033 -0.923 -0.674
H -1.377 -1.045 1.490 0.481 0.139 3.939 0.297
C -1.312 0.285 -0.026 -1.110 2.149 -1.422 -0.443
H 0.514 -1.716 0.122 0.339 -0.451 -0.476 0.248
C -0.279 0.264 -1.127 2.826 2.102 0.442 -0.814
H 1.300 2.841 -0.842 -1.042 0.432 -1.560 0.315
H -2.666 -1.277 0.414 0.349 0.082 0.091 0.352
C 1.127 0.834 -0.142 -2.018 -1.898 -3.168 0.256